No. 1
The following is a DFT calculation (ωB97M-V/def2-TZVPD) of a structure of composition C23H32O21 in a non-equilibrium geometry.

Geometry as XYZ:
```
76
Properties=species:S:1:pos:R:3:mulliken_charge:R:1
C -3.3387 -1.7323 0.8986 -0.1075
C -4.5366 -2.3748 0.3397 -0.6078
O -4.0209 -3.2280 -0.7017 -0.3587
C -2.7295 -2.9502 -0.8345 0.5156
O -1.9645 -3.4292 -1.6165 -0.5721
O -2.3236 -2.0965 -0.0034 0.2362
H -3.0926 -2.1475 1.8759 0.4476
H -3.3039 -0.6605 1.0942 0.1759
H -5.2264 -1.5744 0.0720 0.3250
H -5.1244 -2.8212 1.1418 0.3355
C -0.5490 -0.8153 2.1393 1.8116
C -0.7017 -2.2678 1.9629 0.5056
O -0.0770 -2.7520 3.1132 -0.4571
C 0.0156 -1.8439 4.0325 0.4770
O 0.4920 -1.9978 5.1319 -0.6365
O -0.3232 -0.7546 3.5066 -0.5803
H -1.4273 -0.2179 1.8948 -1.0319
H 0.2805 -0.4364 1.5422 -1.2928
H 0.0670 -2.4763 1.2188 0.1741
H -1.7460 -2.5484 1.8255 0.1958
C 1.4395 1.4574 1.6375 0.8188
C 2.3866 2.5645 2.1070 -0.2873
O 3.3743 2.5704 1.0280 -0.3381
C 3.1014 1.7399 0.1262 0.4351
O 3.7697 1.5449 -0.8995 -0.6079
O 1.9444 1.1068 0.3837 -0.1686
H 0.3965 1.7661 1.7084 -0.3221
H 1.6020 0.5699 2.2491 0.1035
H 2.7522 2.3584 3.1129 0.3354
H 1.7727 3.4652 2.1055 0.3141
C 0.5121 4.8296 -4.6305 -0.4014
C 0.7656 4.6011 -3.0870 -0.4445
O 0.4453 3.2819 -2.8537 -0.2907
C 0.1230 2.5968 -4.0342 0.1890
O -0.1933 1.3748 -4.1719 -0.5830
O 0.2367 3.4680 -5.0804 -0.3667
H 1.3660 5.2614 -5.1526 0.3293
H -0.4749 5.2873 -4.5641 0.3081
H 0.0390 5.2059 -2.5445 0.3096
H 1.7781 4.8959 -2.8113 0.2928
C -2.2893 1.4892 2.0491 1.0945
C -3.4086 2.2126 1.3539 0.0417
O -3.5069 3.3210 2.2021 -0.4313
C -2.9239 3.0638 3.3984 0.4716
O -2.8718 3.7127 4.4391 -0.6369
O -2.2040 2.0278 3.3425 -0.5408
H -1.3628 1.7010 1.5154 -0.5161
H -2.4592 0.4173 2.1510 0.4161
H -4.3432 1.6600 1.4501 0.2756
H -3.1168 2.6411 0.3950 0.3694
C 4.3189 -2.3747 0.1457 -1.4397
C 2.9146 -2.8106 -0.4375 2.1280
C 2.8804 -2.8729 -1.9725 -0.1092
O 2.6433 -4.2363 -2.2810 -0.3993
C 2.6625 -5.0450 -1.2239 0.6289
O 2.2526 -6.1741 -1.3046 -0.5539
O 3.0462 -4.2402 -0.1999 -0.5121
H 4.2475 -1.2958 0.2839 0.3182
H 5.1668 -2.5821 -0.5071 0.3509
H 4.5263 -2.7004 1.1650 0.3868
H 2.0817 -2.2100 -0.0718 -0.8097
H 3.8687 -2.5507 -2.3003 0.3604
H 2.0455 -2.2564 -2.3057 0.4931
C 0.9465 -1.2642 -0.9443 -1.3146
C 0.4993 0.1624 -0.9592 2.2596
C -0.5252 0.4505 -2.0942 -0.5420
O -1.7484 0.4046 -1.5474 -0.3308
C -1.6588 0.6767 -0.2918 0.0259
O -2.6041 0.6522 0.4451 -1.0818
O -0.3410 0.4109 0.1417 0.2503
H 0.0449 -1.8606 -0.8049 0.2580
H 1.7511 -1.5803 -0.2803 -1.0408
H 1.3934 -1.4333 -1.9239 0.4711
H 1.4677 0.6590 -0.8987 -0.3998
H -0.5623 -0.3908 -2.7864 0.4068
H -0.3378 1.3949 -2.6050 0.4716
```

Computed properties:
Frontier orbital gap, eV: 9.31
LUMO energy, Eh: -0.0256
Energy above the lowest of the compared OMol25 structures with the same formula, charge and spin, eV: 18.8165


No. 2
The following is a DFT calculation (ωB97M-V/def2-TZVPD) of a structure of composition C4H7N2S in a non-equilibrium geometry.

Geometry as XYZ:
```
14
Properties=species:S:1:pos:R:3:nbo_charge:R:1
C -0.2833 1.2029 0.2900 -0.2936
C 1.0039 1.1153 -0.0738 0.0205
C 1.0676 -1.2708 -0.0473 0.3691
C -1.1929 0.1291 0.7202 -0.1538
N 1.6334 -0.1263 -0.4007 -0.5623
N -0.1236 -1.3655 0.4562 -0.5700
S -2.6566 -0.1109 -0.1860 0.1351
H -0.7270 2.1202 0.1813 0.2511
H 1.5332 2.0798 -0.4826 0.2618
H 1.6877 -2.1686 -0.3306 0.2333
H -1.3826 -0.2066 1.7542 0.2688
H 2.4032 -0.0206 -1.0421 0.4492
H -0.5332 -2.2581 0.3928 0.4187
H -2.4298 0.8801 -1.2314 0.1722
```

Computed properties:
Frontier orbital gap, eV: 9.94
LUMO energy, Eh: -0.1426
Energy above the lowest of the compared OMol25 structures with the same formula, charge and spin, eV: 1.9191
Net charge: +1


No. 3
The following is a DFT calculation (ωB97M-V/def2-TZVPD) of an isolated molecule of C2H3NS in a non-equilibrium geometry.

Geometry as XYZ:
```
7
Properties=species:S:1:pos:R:3:nbo_charge:R:1
C -0.0818 -0.8168 0.9703 -0.2967
C 0.1178 0.4751 0.9388 -0.1777
N -0.1691 0.3948 -1.8159 -0.8768
S -1.3029 -0.0435 -0.1229 0.5709
H 0.2737 -1.7765 1.2947 0.2560
H 0.8322 1.1908 0.8742 0.2515
H 0.0674 -0.6189 -1.8365 0.2727
```

Computed properties:
Frontier orbital gap, eV: 7.75
LUMO energy, Eh: -0.0017
Energy above the lowest of the compared OMol25 structures with the same formula, charge and spin, eV: 5.9695


No. 4
The following is a DFT calculation (ωB97M-V/def2-TZVPD) of a structure of composition C20H24Cl3N5O3PRhS2.

Geometry as XYZ:
```
59
Properties=species:S:1:pos:R:3:nbo_charge:R:1
Rh 0.9314 -0.6307 -0.0762 1.0746
C -2.8752 1.3197 -0.0937 -0.6929
C -1.7951 0.3289 0.2190 0.3994
N -0.5739 0.6218 -0.1381 -0.2779
N -0.3190 1.8913 -0.6562 -0.3652
C 0.6902 1.9474 -1.4500 -0.0931
S 1.7383 0.5754 -1.7833 0.0134
S 1.1912 3.3886 -2.2612 0.3682
C -0.1630 4.5635 -1.9704 -0.5591
C -1.4887 4.2089 -2.5891 0.0349
C -2.6519 4.3760 -1.8481 -0.2558
C -3.8932 4.1202 -2.4162 -0.1950
C -3.9772 3.6865 -3.7300 -0.2059
C -2.8176 3.5218 -4.4774 -0.1914
C -1.5806 3.7874 -3.9122 -0.2409
C -2.1731 -0.9152 0.9031 -0.2617
C -3.5557 -1.1655 1.0489 -0.1120
C -4.0513 -2.2492 1.7306 -0.2436
C -3.1598 -3.1409 2.3186 -0.1216
C -1.8044 -2.9356 2.1948 -0.3037
C -1.2852 -1.8490 1.4847 0.4448
O 0.0503 -1.7601 1.4038 -0.8450
H -2.4713 2.2171 -0.5390 0.2779
H -3.4262 1.5679 0.8132 0.2509
H -3.5765 0.8757 -0.8017 0.2580
H 0.2479 5.4711 -2.4192 0.2558
H -0.2560 4.7374 -0.8999 0.2398
H -2.5878 4.7295 -0.8248 0.2140
H -4.7939 4.2704 -1.8348 0.2228
H -4.9426 3.4910 -4.1773 0.2276
H -2.8794 3.1994 -5.5082 0.2267
H -0.6815 3.6669 -4.5050 0.2202
H -4.2654 -0.4849 0.6073 0.2271
H -5.1179 -2.4015 1.8070 0.2409
H -3.5246 -4.0019 2.8627 0.2351
H -1.1164 -3.6469 2.6350 0.1896
N 1.6499 -3.5129 2.6470 -0.7237
C 2.9372 -2.8800 2.2187 -0.6091
P 3.0347 -3.2384 0.4220 2.1560
O 2.6305 -4.6574 0.2581 -1.1271
O 2.3579 -2.1474 -0.3799 -1.1299
C 4.7986 -3.2216 -0.1154 -0.5985
N 4.7652 -4.0407 -1.3800 -0.6755
H 1.6195 -4.4693 2.2756 0.4588
H 0.8089 -2.9607 2.1999 0.4845
H 1.5574 -3.5447 3.6608 0.4379
H 3.7602 -3.3579 2.7489 0.2555
H 2.9206 -1.8175 2.4513 0.2485
H 5.4267 -3.7599 0.5922 0.2526
H 5.2173 -2.2420 -0.3302 0.2581
H 4.2417 -3.5581 -2.1157 0.4515
H 4.2535 -4.9131 -1.1740 0.4779
H 5.6976 -4.2553 -1.7370 0.4510
Cl 3.7898 3.2492 2.2651 0.1406
C 2.7005 2.1246 3.0616 -0.2452
Cl 3.5688 1.0969 4.2142 0.0989
Cl 1.3569 2.9518 3.8348 0.1394
C 2.1450 1.2315 2.0314 0.4224
N 1.7166 0.5403 1.2339 -0.2815
```

Computed properties:
Frontier orbital gap (alpha / beta), eV: 6.16 / 6.16
LUMO energy (alpha / beta), Eh: -0.2486 / -0.2484
Energy above the lowest of the compared OMol25 structures with the same formula, charge and spin, eV: 0.2567
Net charge: +2


No. 5
The following is a DFT calculation (ωB97M-V/def2-TZVPD) of a structure of composition C2H33HgO15 in a non-equilibrium geometry.

Geometry as XYZ:
```
51
Properties=species:S:1:pos:R:3:nbo_charge:R:1
Hg -0.4601 2.0973 -2.7372 1.5480
C -0.4766 0.2661 0.6926 -0.6496
C 0.0197 -0.4057 -0.5748 -0.0742
O 0.2613 0.3701 -1.7143 -0.9058
H -0.4325 -0.4237 1.5383 0.2061
H -1.5182 0.5955 0.6306 0.2251
H 0.1238 1.1532 0.9069 0.2251
H -0.7293 -1.1599 -0.8505 0.1455
H 0.9646 -0.9214 -0.3400 0.2097
O 0.8326 4.0051 0.6392 -0.9586
H 0.9883 3.3263 1.3104 0.4782
H 0.7990 4.8365 1.1235 0.4774
O 3.1440 1.0053 -1.2649 -0.9762
H 3.2548 1.2078 -0.3173 0.5083
H 2.2142 0.7405 -1.3510 0.4701
O -2.4311 0.5946 3.4913 -0.9623
H -1.6233 0.2895 3.9212 0.4883
H -3.1437 0.1839 4.0000 0.4951
O 4.2942 -1.4783 -1.6178 -0.9852
H 3.7127 -2.0235 -1.0721 0.4714
H 3.9208 -0.5716 -1.5700 0.4846
O -2.2403 -1.7937 -3.2119 -0.9430
H -1.7238 -1.9360 -2.4117 0.4662
H -2.9922 -2.3871 -3.1133 0.4768
O 1.5539 -1.1145 -3.8251 -0.9554
H 0.9979 -1.8364 -4.1441 0.4980
H 1.0703 -0.7673 -3.0506 0.4839
O 1.2673 1.6062 -4.1306 -1.0413
H 1.5713 0.6604 -4.0955 0.5494
H 1.9743 2.1105 -4.5564 0.5276
O 1.2122 2.2837 3.0969 -0.9698
H 0.4524 2.7678 3.4482 0.5006
H 1.1871 1.4273 3.5400 0.4856
O -1.4338 -3.5846 0.1870 -0.9522
H -2.1109 -4.1203 0.6124 0.4768
H -1.6253 -2.6882 0.4837 0.4736
O -3.2555 -1.6906 1.3502 -0.9720
H -4.0847 -1.8957 1.8008 0.4965
H -2.8533 -0.9850 1.8867 0.4971
O -2.8427 2.8294 1.8789 -0.9656
H -2.6926 2.0171 2.3922 0.4824
H -3.3412 3.4090 2.4641 0.4702
O -3.7016 -0.0994 -0.8739 -0.9771
H -3.4557 -0.7169 -0.1554 0.4838
H -4.5078 -0.4591 -1.2564 0.4724
O 3.4682 1.5981 1.4951 -0.9647
H 3.9634 0.9363 1.9921 0.4849
H 2.7447 1.8850 2.0732 0.4899
O 2.7007 -3.3805 0.2751 -0.9569
H 1.8336 -3.5313 0.6680 0.4764
H 3.1488 -4.2321 0.3364 0.4849
```

Computed properties:
Frontier orbital gap, eV: 4.75
LUMO energy, Eh: -0.2562
Energy above the lowest of the compared OMol25 structures with the same formula, charge and spin, eV: 0.0000
Net charge: +1


no.,calculated total energy (Ha)
1,-2475.06046
2,-664.00414
3,-530.71532
4,-3904.39850
5,-1377.67031